This record from OMol25 describes a cluster of 15 separate species, C50H140N10O15 in total at a distorted geometry. The level of theory is ωB97M-V/def2-TZVPD.

The HOMO energy is -8.8 eV. The orbital gap comes out at 9.11 eV.

Geometry as ORCA input:
```
! wB97M-V def2-TZVPD RIJCOSX def2/J DEFGRID3
* xyz 0 1
C 1.7747 4.9995 4.2747
C 0.3655 5.1733 3.6798
O 0.3083 6.3265 2.9580
H 2.4362 5.2008 3.4321
H 1.8897 3.9576 4.5738
H 1.9049 5.6843 5.1127
H -0.4347 5.2109 4.4190
H 0.1748 4.3963 2.9395
H 0.9680 6.2530 2.2644
C 0.5800 5.5877 -0.6152
C 1.9893 6.0552 -0.3877
O 2.1394 6.3841 0.9953
H 0.3461 5.6050 -1.6797
H -0.0179 6.3370 -0.0963
H 0.3827 4.5987 -0.2017
H 2.3053 6.9706 -0.8880
H 2.6942 5.2660 -0.6492
H 3.0068 6.0598 1.2483
C 4.2009 -0.4505 -1.9498
C 4.9747 -1.6159 -1.2569
O 6.3548 -1.5391 -1.5884
H 3.1272 -0.5325 -1.7806
H 4.4452 -0.5747 -3.0047
H 4.6202 0.4759 -1.5572
H 4.6327 -2.6049 -1.5619
H 4.8915 -1.5411 -0.1727
H 6.8313 -2.2621 -1.1739
C 3.4796 4.1076 -3.9266
C 3.2912 2.6612 -3.5186
O 3.2975 2.5895 -2.0985
H 3.2917 4.3200 -4.9791
H 4.5208 4.4150 -3.8292
H 2.8226 4.7777 -3.3722
H 4.1448 2.0559 -3.8236
H 2.3294 2.2388 -3.8094
H 2.4032 2.4121 -1.7980
C 2.3000 -3.1249 0.8830
C 2.5437 -2.2944 2.0896
O 2.1704 -3.0450 3.1896
H 1.2637 -3.4190 0.7169
H 2.9216 -4.0191 0.9304
H 2.6256 -2.5388 0.0237
H 1.8885 -1.4275 2.0036
H 3.5601 -1.9033 2.1347
H 1.2315 -3.2221 3.0969
C -3.8775 -0.3394 -3.3598
C -4.9971 -0.6033 -2.3742
C -4.8827 0.3248 -1.1442
O -3.6506 0.1624 -0.5182
C -3.7619 0.0960 0.9077
N -6.2545 -0.4796 -3.0785
H -3.9574 -1.0592 -4.1745
H -2.8991 -0.3584 -2.8797
H -3.8868 0.6520 -3.8129
H -4.8669 -1.6171 -1.9956
H -5.7260 0.1298 -0.4816
H -4.8518 1.3427 -1.5327
H -4.2618 0.9712 1.3227
H -2.7880 -0.0115 1.3852
H -4.3048 -0.7774 1.2690
H -6.8956 -0.6706 -2.3218
H -6.5222 -1.1672 -3.7681
C -1.1705 -0.5715 -6.5477
C -0.1355 0.4127 -5.9978
C 1.3081 -0.1754 -5.8103
O 1.4103 -1.3258 -4.9603
C 1.0364 -1.0879 -3.5625
N -0.1048 1.5749 -6.8573
H -2.1010 -0.0247 -6.7002
H -1.4413 -1.3907 -5.8816
H -0.7866 -0.9607 -7.4907
H -0.5502 0.7863 -5.0616
H 1.9112 0.6728 -5.4864
H 1.6570 -0.4928 -6.7929
H -0.0488 -1.1057 -3.4617
H 1.3562 -0.1420 -3.1254
H 1.3874 -1.9257 -2.9600
H 0.2431 1.2556 -7.7501
H -1.0620 1.8402 -7.0398
C 2.2209 -5.4857 -4.2089
C 3.1943 -5.1883 -3.0901
C 2.5564 -5.3775 -1.7636
O 2.0565 -6.6538 -1.4682
C 1.4027 -6.7174 -0.2269
N 4.4204 -5.9503 -3.3055
H 2.7307 -5.5186 -5.1717
H 1.3679 -4.8070 -4.2129
H 1.8585 -6.5134 -4.2330
H 3.4099 -4.1268 -3.2118
H 1.6629 -4.7533 -1.7717
H 3.1485 -4.9572 -0.9506
H 1.9489 -6.1871 0.5532
H 1.2781 -7.7425 0.1219
H 0.3985 -6.2992 -0.1579
H 5.1855 -5.6259 -2.7316
H 4.7640 -5.8066 -4.2444
C -0.2051 -7.3838 4.2503
C 0.2280 -5.9436 3.7828
C -0.9015 -4.8437 3.9377
O -0.3231 -3.7346 3.2389
C -1.3273 -2.7231 3.0459
N 1.4162 -5.6194 4.5644
H 0.6052 -8.0977 4.1025
H -1.1175 -7.7368 3.7697
H -0.4279 -7.3777 5.3173
H 0.5456 -5.9395 2.7401
H -1.1235 -4.7077 4.9962
H -1.7760 -5.1755 3.3781
H -2.1402 -3.1576 2.4640
H -0.9025 -1.8201 2.6076
H -1.8030 -2.2814 3.9216
H 1.1718 -5.5619 5.5427
H 1.6914 -4.6723 4.3464
C -2.8269 3.7149 1.6290
C -3.3840 4.4355 2.8309
C -4.5531 5.3509 2.4553
O -5.6700 4.6299 1.9367
C -6.7524 5.4734 1.6324
N -3.7205 3.4879 3.9030
H -2.0076 3.0760 1.9587
H -2.5223 4.4645 0.8987
H -3.5880 3.1325 1.1099
H -2.6612 5.1149 3.2827
H -4.1342 6.0597 1.7410
H -4.8904 5.8525 3.3623
H -6.6390 6.2077 0.8349
H -7.1047 6.0819 2.4653
H -7.5890 4.8334 1.3521
H -4.2811 3.9185 4.6243
H -4.3035 2.7683 3.5000
C -1.7274 3.0896 -3.8908
C -2.2028 3.8199 -2.6320
C -3.6596 4.2715 -2.6394
O -3.8747 5.1358 -1.5056
C -5.1640 5.7448 -1.5362
N -1.9741 3.0338 -1.4194
H -0.6921 2.7503 -3.8573
H -1.8840 3.7117 -4.7720
H -2.2739 2.1656 -4.0801
H -1.6011 4.7259 -2.5590
H -4.4034 3.4831 -2.5247
H -3.9041 4.7441 -3.5907
H -5.9741 5.0294 -1.3945
H -5.3188 6.3265 -2.4449
H -5.1243 6.4488 -0.7050
H -2.4147 3.5704 -0.6859
H -2.5203 2.1858 -1.4710
C 1.2733 2.1168 0.8857
C 0.9727 1.0663 -0.1786
C -0.1498 -0.0183 0.1046
O 0.2421 -1.2694 -0.5614
C -0.7755 -2.2368 -0.5466
N 0.7432 1.8862 -1.3711
H 2.1819 2.6658 0.6381
H 1.4824 1.6462 1.8464
H 0.3256 2.6456 0.9877
H 1.9324 0.5812 -0.3568
H -1.0764 0.4089 -0.2789
H -0.4046 -0.0636 1.1634
H -1.7680 -1.8844 -0.8272
H -0.9087 -2.6160 0.4666
H -0.4880 -3.0714 -1.1860
H 0.2529 1.2056 -1.9337
H 0.0164 2.5755 -1.2416
C 0.4798 -1.8843 6.2606
C 1.3775 -0.6571 5.9579
C 0.6567 0.6379 5.5832
O -0.2455 0.4092 4.4925
C -0.9335 1.5494 4.0447
N 2.1368 -0.4134 7.1533
H -0.0570 -2.2412 5.3816
H -0.2674 -1.6807 7.0276
H 1.1131 -2.6793 6.6544
H 2.0811 -0.9168 5.1669
H 1.3191 1.4658 5.3308
H 0.0655 0.8941 6.4624
H -0.2240 2.3195 3.7421
H -1.5292 2.0309 4.8202
H -1.5627 1.2020 3.2252
H 2.3973 -1.2950 7.5716
H 1.4863 -0.0537 7.8371
C 7.2340 1.9216 2.2073
C 6.2580 1.1280 1.3923
C 4.7678 1.6076 1.6138
O 4.3319 1.7517 3.0108
C 4.2938 0.5281 3.7464
N 6.7391 1.2194 0.0669
H 8.2403 1.5281 2.0637
H 7.0352 1.9267 3.2790
H 7.1951 2.9693 1.9094
H 6.4733 0.1120 1.7231
H 4.0929 0.9901 1.0210
H 4.5851 2.6212 1.2571
H 3.4974 -0.1604 3.4639
H 4.1976 0.6727 4.8224
H 5.1728 -0.0975 3.5907
H 6.4292 0.4698 -0.5350
H 7.7252 1.0010 0.0522
C -3.7233 -3.9099 0.0950
C -4.3778 -4.6331 -1.1042
C -3.8470 -4.2663 -2.5089
O -2.4505 -4.4889 -2.5009
C -1.8285 -4.2646 -3.7455
N -4.2385 -6.0590 -0.9717
H -4.1092 -4.1591 1.0835
H -3.9233 -2.8530 -0.0808
H -2.6770 -4.1993 -0.0027
H -5.4623 -4.5267 -1.1295
H -4.0246 -3.2233 -2.7710
H -4.3421 -4.9075 -3.2382
H -2.0376 -3.2868 -4.1796
H -2.2019 -5.0089 -4.4489
H -0.7407 -4.3143 -3.6995
H -4.5503 -6.4286 -1.8584
H -3.2558 -6.2777 -0.8906
*
```



This record from OMol25 describes a structure of composition C39H53Cl2N4O7P2S2W at a distorted geometry. The level of theory is ωB97M-V/def2-TZVPD.

The HOMO energy (alpha / beta) is -14.7 / -14.9 eV. The orbital gap (alpha / beta) comes out at 4.73 / 6.47 eV.

Geometry as ORCA input:
```
! wB97M-V def2-TZVPD RIJCOSX def2/J DEFGRID3
* xyz 3 3
W 0.7639 0.3619 -0.5991
C -1.1147 1.0653 5.2283
C 0.3165 1.2966 4.7791
C 1.2720 1.3785 5.9564
O 0.6985 0.1617 3.9460
P 1.3421 0.1988 2.5269
O 0.6383 1.0940 1.5576
C 3.1270 0.6464 2.6720
P 3.5131 1.2908 1.0023
O 2.8479 0.3273 0.0631
O 5.0109 1.5673 0.7025
C 6.1902 0.7443 0.4481
C 6.9395 0.5203 1.7487
C 5.8420 -0.5538 -0.2511
O 2.8062 2.6721 0.8097
C 2.9759 3.9685 1.4649
C 4.4272 4.2836 1.7517
C 2.1159 4.0568 2.7181
O 1.2102 -1.2555 1.9487
C 1.2890 -2.5292 2.6700
C 2.5550 -2.6298 3.4963
C 0.0293 -2.7413 3.4868
H -1.4180 1.8885 5.8678
H -1.1956 0.1377 5.7887
H -1.7834 1.0209 4.3727
H 0.3672 2.2009 4.1651
H 1.2329 0.4591 6.5353
H 0.9802 2.2009 6.6038
H 2.2979 1.5375 5.6325
H 3.7250 -0.2335 2.8949
H 3.2911 1.3819 3.4534
H 6.7756 1.3830 -0.2229
H 6.3784 -0.1315 2.4158
H 7.1302 1.4649 2.2511
H 7.8943 0.0487 1.5324
H 5.2954 -1.2158 0.4187
H 6.7586 -1.0540 -0.5544
H 5.2454 -0.3639 -1.1403
H 2.5752 4.6550 0.7113
H 4.8519 3.5437 2.4258
H 4.4924 5.2598 2.2241
H 5.0148 4.3033 0.8394
H 2.6065 3.5969 3.5731
H 1.1454 3.5893 2.5558
H 1.9537 5.1051 2.9578
H 1.3262 -3.2592 1.8550
H 2.5621 -1.8854 4.2905
H 3.4391 -2.5209 2.8701
H 2.5966 -3.6170 3.9506
H 0.0056 -2.0755 4.3428
H -0.0043 -3.7673 3.8389
H -0.8475 -2.5604 2.8711
Cl 0.5654 2.8730 -0.8715
C 1.7228 3.2497 -2.1738
Cl 2.8221 1.8804 -2.2804
H 2.2784 4.1523 -1.9171
H 1.1733 3.3571 -3.1106
N -1.2595 -2.2119 -0.8472
C 0.0146 -2.6986 -0.7487
C 0.2256 -4.0852 -0.7142
C 1.5012 -4.5915 -0.6398
C 2.5600 -3.6822 -0.6286
C 2.2820 -2.3357 -0.6433
N 1.0323 -1.8134 -0.6600
H -1.9581 -2.9163 -1.0403
H -1.3627 -1.3747 -1.4093
H -0.6301 -4.7378 -0.7779
H 1.6824 -5.6551 -0.6262
H 3.5806 -4.0266 -0.6225
H 3.0925 -1.6206 -0.6689
C -5.4290 -2.7896 -9.0938
C -4.5178 -2.2454 -8.0631
O -4.7761 -1.6586 -7.0595
S -2.7685 -2.6710 -8.4398
C -1.9330 -1.9693 -7.0592
C -1.0311 -2.7622 -6.3436
C -0.3981 -2.2560 -5.2317
C -0.6276 -0.9282 -4.8284
C -1.5062 -0.1295 -5.5799
C -2.1592 -0.6463 -6.6756
C -0.0262 -0.4397 -3.6570
C 0.4254 -0.0422 -2.5829
H -6.2405 -2.0865 -9.2700
H -5.8670 -3.7091 -8.7046
H -4.9149 -3.0202 -10.0223
H -0.8552 -3.7803 -6.6559
H 0.2721 -2.8774 -4.6532
H -1.6715 0.8957 -5.2865
H -2.8293 -0.0220 -7.2438
S -5.8955 1.2116 -0.9748
C -4.2201 1.0044 -0.5993
C -3.3709 1.3401 -1.6733
C -2.0211 1.1801 -1.5786
N -1.3894 0.6527 -0.4855
C -2.2041 0.3780 0.5631
C -3.5745 0.5414 0.5602
C -6.9071 1.2162 0.5109
C -6.9483 0.1761 1.4256
C -7.8623 0.2874 2.4701
N -8.6764 1.3100 2.5925
C -8.6536 2.2882 1.7146
C -7.7737 2.2929 0.6371
H -3.7989 1.7318 -2.5818
H -1.3928 1.4635 -2.4157
H -1.7063 -0.0123 1.4463
H -4.1386 0.2957 1.4458
H -6.3330 -0.7021 1.3169
H -7.9500 -0.4845 3.2216
H -9.3600 3.0904 1.8672
H -7.7832 3.0955 -0.0825
*
```



Sequential energy relative to the best compared isomer or geometry (same formula, charge and spin) output: 233.0; 165.3 kJ/mol